Molecular formula: C44H88O33
Method: DFT, wB97M-V/def2-TZVPD

The geometry in XYZ format:
```
165
Properties=species:S:1:pos:R:3:forces:R:3:mulliken_charge:R:1
C 8.9731 -7.5231 5.5771 0.1 -0.1 0.4 -1.096
C 9.9665 -7.1490 4.5029 0.1 -0.3 0.3 -0.273
O 9.2772 -7.0135 3.2440 0.1 1.8 1.1 -0.337
C 9.5204 -7.9189 2.3287 -4.2 4.4 -1.3 0.559
O 10.1363 -8.8548 2.4523 4.8 -6.7 0.8 -0.483
O 8.8133 -7.5996 1.2424 -0.6 0.6 -1.2 -0.180
C 8.8244 -8.5087 0.1336 1.5 -1.2 0.1 -0.814
H 8.5219 -8.4941 5.3807 0.0 -0.1 0.0 0.296
H 8.1711 -6.7961 5.6925 0.0 0.1 -0.2 0.286
H 9.5039 -7.5613 6.5360 -0.1 -0.1 -0.1 0.362
H 10.7622 -7.8921 4.4290 -0.3 -0.1 -0.2 0.325
H 10.4813 -6.2259 4.7772 -0.4 0.3 -0.5 0.324
H 8.0485 -9.2686 0.2231 -0.4 0.5 -0.1 0.334
H 9.7478 -9.1162 0.0918 -0.1 0.4 0.5 0.465
H 8.8591 -7.9955 -0.8243 -0.8 0.5 0.3 0.164
C 15.5389 -8.0877 -5.2473 0.1 -0.7 0.4 -1.305
C 14.3214 -8.5004 -6.0283 -0.3 -0.9 0.7 0.041
O 14.0390 -7.5741 -7.0567 1.8 0.4 0.9 -0.344
C 12.8981 -7.7215 -7.6496 0.1 0.0 0.2 0.712
O 12.0323 -8.4760 -7.3586 -1.5 -1.7 0.9 -0.457
O 12.8479 -6.8857 -8.6180 -0.3 1.9 -1.5 -0.376
C 11.6048 -6.8253 -9.3088 0.2 -0.7 -1.3 -0.441
H 16.4418 -8.0524 -5.8538 -0.1 0.3 -0.1 0.339
H 15.7089 -8.8794 -4.5073 0.0 0.1 -0.1 0.383
H 15.3890 -7.1826 -4.6643 0.0 0.2 -0.3 0.311
H 13.4625 -8.6191 -5.3559 0.0 0.4 -0.1 0.121
H 14.4181 -9.4940 -6.4800 0.3 0.1 0.0 0.277
H 10.7077 -6.7691 -8.7034 0.2 0.4 0.4 0.193
H 11.4812 -7.7317 -9.9061 0.0 0.0 0.0 0.347
H 11.7585 -6.0036 -9.9942 -0.5 0.3 0.0 0.189
C 7.5243 -15.3001 -9.3122 -0.2 0.5 -0.5 -1.296
C 7.1631 -13.8254 -9.3595 -0.6 0.8 0.9 0.079
O 8.2051 -13.0261 -8.7427 0.0 -0.4 -0.1 -0.349
C 8.1549 -11.6843 -8.8594 1.2 -1.1 0.3 0.892
O 7.2715 -11.0278 -9.2956 -1.4 0.5 -0.6 -0.565
O 9.3240 -11.2281 -8.4370 0.0 -1.0 0.1 -0.476
C 9.5448 -9.8421 -8.5204 0.9 0.6 0.1 0.082
H 8.6070 -15.3643 -9.2622 0.1 -0.5 -0.3 0.353
H 7.0850 -15.7198 -10.2178 0.5 -0.3 -0.2 0.422
H 7.0632 -15.8746 -8.5143 0.2 0.3 0.4 0.215
H 6.2409 -13.6594 -8.7893 0.0 0.2 -0.2 -0.046
H 7.0064 -13.4491 -10.3682 0.1 -0.1 -0.1 0.506
H 10.6233 -9.7270 -8.4722 -0.1 0.0 0.0 0.137
H 9.1348 -9.3513 -7.6415 -0.2 0.1 0.0 -0.250
H 9.1913 -9.4077 -9.4500 -0.3 -0.1 0.0 0.423
C 1.1124 -11.3212 -5.8574 0.7 -0.9 0.1 -1.053
C 2.0348 -10.4290 -6.6513 0.7 1.4 0.2 -0.242
O 2.5543 -9.3558 -5.7714 -1.4 -2.3 0.3 -0.284
C 2.9604 -8.2561 -6.3448 -0.2 -0.5 5.5 0.794
O 3.0454 -8.0137 -7.4508 0.4 1.2 -7.2 -0.550
O 3.2669 -7.4412 -5.3504 0.3 1.2 1.5 -0.257
C 3.7577 -6.1435 -5.6609 1.3 -0.2 -0.8 -0.147
H 0.5161 -10.8039 -5.1119 0.0 0.3 -0.1 0.402
H 1.6862 -12.0952 -5.3311 -0.1 0.2 0.1 0.081
H 0.4473 -11.8555 -6.5363 0.0 0.1 0.0 0.390
H 1.5013 -9.9753 -7.4894 0.2 0.1 0.1 0.520
H 2.9711 -10.8589 -7.0253 -0.6 -0.6 -0.2 0.122
H 4.5350 -5.8687 -4.9499 -0.4 -0.1 0.5 -0.415
H 2.9933 -5.3789 -5.7046 -0.3 -0.1 0.0 0.409
H 4.3210 -6.1810 -6.6004 -0.5 0.1 -0.1 0.197
C 11.1686 -12.4894 -4.0557 -1.1 0.0 1.2 -0.999
C 10.9829 -11.2830 -3.1091 1.5 0.1 -1.2 -0.269
O 9.6341 -10.9106 -2.8909 0.0 0.3 -0.5 0.247
C 8.9012 -11.5984 -2.0279 -1.2 2.4 -1.8 0.032
O 9.2807 -12.3958 -1.2788 1.7 -3.1 2.7 -0.482
O 7.6510 -11.1697 -2.1415 -1.0 0.4 0.1 0.452
C 6.6854 -11.6392 -1.1801 0.3 -1.0 -0.1 -0.945
H 10.5413 -12.3861 -4.9427 0.3 0.2 -0.1 0.148
H 10.8141 -13.3998 -3.5560 0.2 0.1 -0.1 0.163
H 12.2232 -12.6132 -4.2802 0.0 0.1 -0.2 0.501
H 11.4166 -10.4052 -3.6102 -0.3 -0.1 0.1 0.150
H 11.5954 -11.3922 -2.2088 -0.6 -0.2 0.3 0.364
H 6.5198 -10.9107 -0.3925 -0.1 0.3 -0.2 0.233
H 7.0081 -12.5671 -0.6990 0.3 0.2 -0.1 0.292
H 5.7819 -11.9182 -1.7167 -0.1 0.5 -0.1 0.261
C 4.5765 -15.5174 -6.9072 0.0 0.4 -0.4 -0.455
C 3.1928 -14.9493 -6.7650 -0.5 0.0 -0.3 -0.390
O 2.7981 -15.1679 -5.3947 0.3 0.4 0.0 -0.168
C 1.5034 -15.0595 -5.0825 1.2 0.4 0.4 0.688
O 0.6041 -15.1473 -5.8397 -1.7 -0.2 -1.5 -0.565
O 1.4037 -14.8046 -3.7916 -0.1 -0.3 0.9 -0.280
C 0.0958 -14.8873 -3.1868 0.3 -0.2 0.2 -0.727
H 4.7856 -15.6243 -7.9733 0.1 -0.1 0.0 0.338
H 4.6064 -16.4890 -6.4242 0.2 -0.1 0.0 0.387
H 5.3282 -14.8479 -6.4951 0.1 -0.1 0.3 -0.155
H 2.5152 -15.4139 -7.4853 -0.2 -0.3 0.5 0.470
H 3.1313 -13.8801 -7.0165 0.2 -0.1 0.4 0.108
H -0.4386 -13.9521 -3.3322 0.0 0.0 0.0 0.281
H 0.2993 -15.0789 -2.1348 0.0 0.3 0.0 0.245
H -0.5023 -15.7276 -3.5382 0.2 0.1 -0.4 0.328
C 7.9530 -16.6882 -1.0774 -0.6 -0.5 -0.7 -1.273
C 8.8577 -15.5436 -1.4657 -0.1 0.2 0.9 0.403
O 9.2136 -15.5144 -2.8640 0.9 -0.4 1.7 -0.429
C 8.3780 -15.0142 -3.7356 0.8 -0.5 0.6 0.811
O 7.2347 -14.7763 -3.5782 -2.6 0.7 0.4 -0.522
O 9.0547 -14.8510 -4.8289 1.2 -0.4 -1.8 -0.357
C 8.3178 -14.6724 -6.0100 -0.2 1.0 -1.2 -0.477
H 6.9751 -16.5705 -1.5560 0.2 0.0 -0.1 0.279
H 7.7267 -16.7336 -0.0126 0.4 0.2 0.1 0.400
H 8.3541 -17.6545 -1.3952 0.1 0.1 0.1 0.303
H 9.8047 -15.5961 -0.9283 0.1 -0.1 -0.3 0.385
H 8.4048 -14.6109 -1.1240 0.0 0.1 -0.6 -0.256
H 9.0029 -14.6916 -6.8525 0.3 0.0 0.2 0.256
H 7.8801 -13.6698 -6.0202 -0.3 -0.2 0.0 0.158
H 7.5627 -15.4270 -6.2246 -0.1 -0.1 0.6 0.292
C 5.3786 -0.5901 -3.1880 0.5 1.3 0.1 -1.366
C 5.5697 -2.0641 -2.9592 0.1 -0.5 -0.6 0.137
O 6.6489 -2.5505 -3.8412 0.7 2.4 4.7 -0.358
C 6.3194 -3.1163 -4.9071 0.7 -0.5 -2.1 0.920
O 5.2352 -3.4135 -5.2556 -2.9 -1.1 -1.2 -0.591
O 7.4250 -3.2789 -5.6042 0.9 -0.5 -0.8 -0.373
C 7.3601 -3.9739 -6.8355 0.6 -0.4 -0.7 -0.540
H 5.3340 -0.3119 -4.2439 -0.4 -0.3 0.0 0.337
H 6.2056 0.0324 -2.8103 0.1 -0.6 0.0 0.326
H 4.5263 -0.1609 -2.6507 -0.2 -0.5 -0.3 0.369
H 4.7018 -2.6816 -3.2103 0.0 0.4 0.2 0.325
H 5.8873 -2.2844 -1.9438 0.0 0.0 -0.1 0.139
H 8.3799 -4.3362 -6.9519 0.0 -0.1 -0.3 0.249
H 7.1324 -3.3297 -7.6866 -0.1 0.2 0.2 0.381
H 6.6820 -4.8266 -6.8944 -0.1 0.2 0.5 0.122
C 8.3069 -8.1142 -3.8609 0.3 -2.2 0.2 -0.575
C 7.3540 -7.7395 -4.9606 -0.1 0.8 0.3 0.502
O 6.8471 -8.8833 -5.6874 2.0 2.4 -1.0 0.207
C 6.0286 -9.7016 -5.1304 0.8 -1.3 -1.3 -0.023
O 5.5223 -9.6430 -4.0848 -1.8 0.8 3.7 -0.373
O 5.9221 -10.7218 -5.9513 -0.6 -2.0 -1.4 -0.034
C 5.1572 -11.8303 -5.4510 -0.5 0.1 -0.3 -0.368
H 8.5766 -7.3918 -3.1013 -0.2 0.6 -0.4 0.348
H 9.1903 -8.5523 -4.3317 0.3 0.3 0.1 0.352
H 7.9171 -8.9748 -3.3048 -0.3 0.3 0.0 -0.203
H 7.9321 -7.1853 -5.7022 -0.5 0.1 -0.2 0.347
H 6.5368 -7.1247 -4.5674 -0.1 -0.2 -0.3 -0.831
H 4.8657 -12.4892 -6.2716 0.6 0.2 -0.3 -0.295
H 4.1963 -11.4765 -5.0705 0.3 0.0 0.5 0.210
H 5.7486 -12.3992 -4.7340 -0.2 0.1 0.2 0.417
C 8.3992 -3.6151 -12.7243 0.0 1.4 0.4 -1.332
C 8.8849 -4.8284 -12.0117 1.0 -0.4 -1.7 0.053
O 7.8091 -5.2885 -11.2377 -0.3 -0.2 0.8 -0.307
C 8.0389 -6.4261 -10.5852 -0.1 -0.4 0.6 0.762
O 9.0513 -7.0801 -10.7081 -0.7 -0.1 0.3 -0.630
O 6.9892 -6.6402 -9.7752 0.8 -0.1 -0.3 -0.441
C 6.8083 -7.9133 -9.1104 -0.3 0.0 0.1 0.126
H 7.3678 -3.7432 -13.0359 -0.1 0.0 -0.1 0.326
H 9.0037 -3.3087 -13.5758 0.1 -0.4 -0.1 0.390
H 8.4514 -2.7665 -12.0333 -0.3 0.0 -0.1 0.305
H 9.8018 -4.6496 -11.4503 -0.2 0.1 0.5 0.174
H 9.1755 -5.5768 -12.7556 -0.2 -0.3 0.2 0.273
H 5.9751 -7.7299 -8.4386 -0.2 -0.1 -0.2 0.095
H 7.6122 -8.2865 -8.4823 0.4 0.6 -0.3 -0.260
H 6.5714 -8.6854 -9.8342 -0.1 0.0 -0.1 0.478
C 8.8606 -4.5307 0.0041 -0.2 0.0 0.9 -1.410
C 7.9567 -4.3456 -1.1851 0.8 1.4 -0.4 0.008
O 7.4403 -5.5804 -1.6495 1.0 0.0 0.1 -0.048
C 6.1395 -5.7722 -1.5749 1.3 -1.4 -1.0 0.609
O 5.3198 -4.9890 -1.3025 -2.4 2.9 1.2 -0.579
O 5.8909 -6.9984 -1.9481 1.1 -1.1 -0.1 0.002
C 4.5453 -7.3207 -2.1198 -1.1 -1.5 0.3 -0.590
H 9.4829 -5.4200 -0.0618 0.0 0.0 -0.2 0.165
H 8.2774 -4.6172 0.9262 0.0 -0.2 -0.1 0.368
H 9.5081 -3.6656 0.1563 0.0 0.0 -0.3 0.443
H 8.5127 -3.8680 -1.9999 0.1 -0.5 -0.2 0.316
H 7.1808 -3.6044 -0.9946 -0.3 -0.5 0.3 0.090
H 4.5188 -8.4038 -2.2047 0.1 0.0 -0.4 0.089
H 4.1689 -6.8871 -3.0353 -0.4 0.2 0.1 0.061
H 3.9383 -7.1337 -1.2352 0.0 0.7 -0.1 0.461
```
Forces are in eV/Å.

Results
LUMO	0.545	eV
SMILES	CCOC(=O)OC.CCOC(=O)OC.CCOC(=O)OC.CCOC(=O)OC.CCOC(=O)OC.CCOC(=O)OC.CCOC(=O)OC.CCOC(=O)OC.CCOC(=O)OC.CCOC(=O)OC.CCOC(=O)OC
frontier orbital gap	11.03	eV
highest occupied orbital energy	-10.480	eV
ΔE to the lowest compared entry with this formula, charge and spin	54.3	kcal/mol
M	1145.155	g mol⁻¹